# 1
{"formula": "C4H6FNOS", "method": "wB97M-V/def2-TZVPD", "de_lowest_ev": 2.425, "e_lumo_ev": 0.4855, "homo_energy_ev": -9.5, "gap_ev": 9.98, "symbols": ["N", "C", "O", "C", "S", "C", "C", "F", "H", "H", "H", "H", "H", "H"], "coordinates": [[-0.0410, -1.8432, -1.4399], [0.5995, -0.6757, -1.2846], [1.0545, 0.0585, -2.1431], [0.2645, -0.0434, 0.0810], [-0.8681, -0.8485, 1.1774], [1.2993, 0.9090, 0.8547], [-0.0631, 1.4017, 0.2476], [-1.0421, 2.0047, 0.9925], [-0.9780, -1.9399, -0.8918], [-0.1965, -2.0249, -2.5197], [-0.0870, -1.6615, 2.0103], [1.4415, 0.6739, 1.9828], [2.0882, 1.3355, 0.1947], [0.2504, 2.0354, -0.7155]]}

# 2
{"formula": "C4H6FNOS", "method": "wB97M-V/def2-TZVPD", "de_lowest_ev": 1.337, "e_lumo_ev": 0.7889, "homo_energy_ev": -9.5, "gap_ev": 10.24, "symbols": ["N", "C", "C", "O", "S", "C", "C", "F", "H", "H", "H", "H", "H", "H"], "coordinates": [[0.1050, 1.8865, -0.0937], [-0.4259, 0.5994, 0.1842], [0.6312, -0.5059, 0.2811], [0.3899, -1.6280, 0.6898], [2.2401, 0.0469, -0.2682], [-1.6726, 0.3309, 1.0187], [-1.7469, 0.1747, -0.4229], [-1.8737, -1.0842, -0.9627], [-0.2932, 2.3614, -0.9227], [0.0607, 2.4767, 0.7066], [2.8034, -1.1684, -0.1244], [-1.6189, -0.5738, 1.6333], [-2.1895, 1.2290, 1.4518], [-2.3101, 0.9071, -1.0179]]}

# 3
{"formula": "C4H6FeO2", "method": "wB97M-V/def2-TZVPD", "total_charge": 1, "de_lowest_ev": 1.432, "spin_multiplicity": 6, "e_lumo_ev": [-6.1688, -6.2628], "homo_energy_ev": [-12.5, -14.4], "gap_ev": [6.31, 8.17], "symbols": ["O", "C", "C", "C", "C", "O", "Fe", "H", "H", "H", "H", "H", "H"], "coordinates": [[2.3845, -1.8406, -0.0265], [1.7541, -0.6763, 0.0455], [0.3950, -0.5221, 0.2067], [-0.3030, 0.6812, 0.5010], [-1.7777, 0.9113, 0.2215], [-2.1445, 0.4907, -1.0672], [-0.5736, -0.0067, -1.9159], [2.2853, -2.2618, -0.8911], [2.4014, 0.1724, -0.1907], [0.3121, 1.5799, 0.6397], [-0.3730, -0.8620, 1.1387], [-1.9985, 1.9845, 0.3633], [-2.3622, 0.3494, 0.9751]]}